Density functional theory data (ωB97M-V with the def2-TZVPD basis set) for 2 unconnected molecules or ions with the total composition C19H28FN2O2 at a distorted geometry.

Positions of all 52 atoms, in Å:
O1 -0.087 -4.104 -0.117
C1 -0.502 -3.736 -1.173
C2 -1.593 -2.753 -1.459
C3 -2.178 -1.799 -0.646
C4 -3.195 -1.024 -1.206
C5 -3.603 -1.233 -2.522
C6 -2.996 -2.193 -3.332
C7 -1.975 -2.944 -2.771
C8 -1.109 -4.020 -3.355
O2 -1.305 -4.630 -4.352
N1 -0.040 -4.221 -2.436
C9 1.311 -3.798 -2.845
C10 1.667 -2.373 -2.443
C11 3.013 -1.945 -3.000
F1 2.869 -1.401 -4.259
H1 -1.832 -1.675 0.371
H2 -3.689 -0.269 -0.611
H3 -4.407 -0.638 -2.928
H4 -3.306 -2.364 -4.352
H5 2.027 -4.497 -2.422
H6 1.366 -3.890 -3.928
H7 1.709 -2.248 -1.360
H8 0.888 -1.704 -2.810
H9 3.426 -1.173 -2.353
H10 3.690 -2.797 -3.025
C12 0.840 3.419 5.119
C13 1.275 3.647 3.668
C14 0.187 3.402 2.625
N2 0.144 2.004 2.053
C15 0.045 0.971 3.125
C16 -1.061 1.898 1.128
C17 -0.534 2.294 -0.235
C18 0.823 1.601 -0.268
C19 1.356 1.742 1.158
H11 0.732 2.365 5.370
H12 1.582 3.833 5.800
H13 -0.110 3.914 5.324
H14 2.176 3.070 3.448
H15 1.559 4.696 3.578
H16 0.339 4.056 1.768
H17 -0.800 3.607 3.038
H18 -0.793 1.216 3.772
H19 0.975 0.949 3.685
H20 -0.111 0.003 2.655
H21 -1.385 0.858 1.128
H22 -1.861 2.530 1.505
H23 -0.428 3.378 -0.311
H24 -1.191 1.967 -1.038
H25 1.499 2.040 -0.999
H26 0.705 0.547 -0.523
H27 2.038 2.582 1.258
H28 1.850 0.839 1.504

As for the gap between HOMO and LUMO: 9.36 eV. Its lowest unoccupied orbital energy is -2.56 eV. The highest occupied orbital energy comes out at -11.92 eV. As for the largest force on an atom: 1.021 eV/A. Its total energy is -29943.819 eV. The net charge is +1.

These are the Löwdin partial charges, in e, on atoms 1 to 5: 0.15 -0.38 -0.10 -0.01 -0.07

=====

Density functional theory data (ωB97M-V with the def2-TZVPD basis set) for 2 unconnected molecules or ions with the total composition C19H28I2O8S.

Positions of all 58 atoms, in Å:
C1 3.888 -0.816 2.078
C2 3.647 -0.463 0.631
C3 4.734 -0.219 -0.192
C4 4.568 0.113 -1.524
C5 3.293 0.188 -2.052
C6 2.197 -0.052 -1.247
C7 2.355 -0.363 0.099
C8 1.154 -0.544 1.011
C9 0.477 -1.918 0.950
O1 0.671 -2.597 2.253
S1 -0.643 -2.523 3.094
O2 -0.818 -1.192 3.574
O3 -0.732 -3.637 3.962
O4 -1.584 -2.774 1.853
C10 -1.092 -1.999 0.689
C11 -1.893 -0.686 0.744
C12 -2.179 0.144 -0.512
C13 -3.376 1.050 -0.238
O5 -1.043 0.921 -0.872
C14 -1.439 -2.984 -0.447
I1 -0.460 -2.517 -2.282
C15 -2.972 -3.271 -0.492
C16 -3.280 -4.704 -0.011
I2 -3.852 -2.989 -2.439
H1 3.706 0.041 2.728
H2 3.246 -1.637 2.401
H3 4.918 -1.150 2.207
H4 5.735 -0.278 0.220
H5 5.429 0.309 -2.150
H6 3.159 0.441 -3.098
H7 1.213 0.003 -1.687
H8 0.447 0.259 0.835
H9 1.505 -0.425 2.036
H10 1.054 -2.571 0.298
H11 -2.852 -0.962 1.185
H12 -1.425 -0.016 1.465
H13 -2.435 -0.488 -1.362
H14 -3.245 1.570 0.715
H15 -3.433 1.809 -1.021
H16 -4.309 0.488 -0.233
H17 -1.134 1.809 -0.499
H18 -0.959 -3.919 -0.169
H19 -3.485 -2.550 0.131
H20 -2.374 -5.218 0.303
H21 -3.978 -4.681 0.826
H22 -3.740 -5.312 -0.788
C17 0.901 2.874 -2.251
O6 0.942 4.296 -2.082
C18 0.128 4.706 -1.116
O7 -0.599 3.995 -0.462
O8 0.238 6.024 -0.988
C19 -0.595 6.593 0.027
H23 1.564 2.639 -3.078
H24 1.247 2.377 -1.350
H25 -0.110 2.556 -2.492
H26 -0.343 6.182 1.003
H27 -1.645 6.407 -0.189
H28 -0.392 7.659 0.007

As for the gap between HOMO and LUMO: 8.74 eV. Its lowest unoccupied orbital energy is -0.19 eV. The highest occupied orbital energy comes out at -8.93 eV. As for the largest force on an atom: 0.696 eV/A. Its total energy is -63573.315 eV. The net charge is 0.

These are the Löwdin partial charges, in e, on atoms 1 to 5: -0.03 -0.22 -0.05 -0.08 -0.09

=====

Density functional theory data (ωB97M-V with the def2-TZVPD basis set) for C19H28N2O2 in the gas phase.

Positions of all 51 atoms, in Å:
C1 6.909 -3.394 -3.708
C2 5.795 -2.521 -3.213
C3 4.581 -2.452 -3.881
C4 3.563 -1.638 -3.417
C5 3.734 -0.869 -2.275
C6 4.948 -0.940 -1.603
C7 5.963 -1.753 -2.066
H1 6.903 -1.795 -1.533
H2 5.095 -0.351 -0.709
C8 2.619 -0.016 -1.742
H3 3.021 0.893 -1.292
H4 1.942 0.264 -2.552
C9 1.841 -0.788 -0.665
N1 0.798 0.003 -0.067
C10 0.893 0.540 1.163
O1 1.857 0.475 1.894
C11 -0.434 1.223 1.480
H5 -0.950 0.612 2.224
H6 -0.260 2.208 1.911
C12 -1.192 1.254 0.145
C13 -2.671 0.912 0.330
O2 -3.179 -0.107 -0.086
N2 -3.354 1.863 1.001
H7 -2.854 2.650 1.385
C14 -4.734 1.700 1.405
H8 -5.120 0.844 0.849
C15 -4.849 1.445 2.909
H9 -4.192 0.608 3.160
C16 -6.273 1.105 3.360
C17 -6.257 0.654 4.820
H10 -7.258 0.385 5.147
H11 -5.611 -0.212 4.949
H12 -5.891 1.454 5.460
C18 -7.219 2.291 3.192
H13 -7.326 2.567 2.147
H14 -8.206 2.041 3.576
H15 -6.849 3.153 3.744
H16 -6.639 0.276 2.744
H17 -4.497 2.324 3.457
H18 -5.290 2.596 1.119
H19 -1.118 2.246 -0.308
C19 -0.470 0.213 -0.722
H20 -1.056 -0.715 -0.751
H21 -0.326 0.562 -1.747
H22 2.525 -1.072 0.139
H23 1.403 -1.694 -1.097
H24 2.625 -1.598 -3.953
H25 4.428 -3.040 -4.775
H26 7.758 -2.784 -4.017
H27 6.588 -3.993 -4.556
H28 7.251 -4.061 -2.918

As for the gap between HOMO and LUMO: 9.36 eV. Its lowest unoccupied orbital energy is 0.65 eV. For the energy above the lowest of the compared OMol25 structures with the same formula, charge and spin, the calculation gives 6.4 kJ/mol. The highest occupied orbital energy comes out at -8.71 eV. As for the largest force on an atom: 0.686 eV/A. Its total energy is -27234.423 eV. The net charge is 0.

These are the Löwdin partial charges, in e, on atoms 1 to 5: -0.06 -0.29 -0.05 -0.04 -0.25

=====

Density functional theory data (ωB97M-V with the def2-TZVPD basis set) for a molecular structure, C19H28N2O3S at a distorted geometry.

Positions of all 53 atoms, in Å:
C1 3.712 -2.614 -1.003
C2 2.363 -2.113 -1.146
C3 1.979 -0.761 -1.409
C4 1.311 -0.001 -0.653
C5 1.089 1.381 -1.107
C6 1.678 1.864 -2.055
C7 2.587 1.130 -2.819
C8 2.609 -0.252 -2.706
H1 3.266 -0.858 -3.347
H2 2.785 1.614 -3.807
H3 1.245 2.705 -2.202
H4 0.387 1.654 -0.298
S1 0.828 -0.553 0.796
O1 1.897 -0.943 1.817
O2 -0.252 0.231 1.358
N1 0.126 -2.171 0.934
C9 0.939 -3.121 0.442
H5 1.797 -3.231 1.148
H6 0.107 -4.172 0.633
C10 1.320 -3.214 -0.902
H7 1.561 -4.205 -1.451
H8 0.520 -2.956 -1.476
C11 -1.466 -2.222 0.671
C12 -2.094 -2.232 2.063
H9 -2.183 -1.380 2.305
H10 -3.317 -2.231 1.768
H11 -1.709 -2.878 2.427
H12 -1.800 -3.134 0.051
C13 -1.610 -1.002 -0.291
O3 -1.027 -0.765 -1.311
N2 -2.880 -0.267 -0.044
H13 -3.235 -0.320 0.727
C14 -3.169 0.982 -0.759
C15 -3.531 2.153 0.057
H14 -3.978 2.912 -0.502
H15 -4.568 1.590 0.871
C16 -2.608 2.654 0.883
C17 -1.567 3.716 0.560
C18 -0.494 4.139 1.180
C19 -0.867 4.879 2.447
H16 -1.420 4.596 3.178
H17 -1.330 5.767 2.215
H18 0.087 5.360 2.852
H19 0.200 3.363 1.474
H20 0.181 4.634 0.450
H21 -1.361 3.458 -0.624
H22 -2.262 4.707 0.087
H23 -2.929 3.289 1.925
H24 -1.979 1.792 1.301
H25 -3.869 0.586 -1.477
H26 -2.321 1.275 -1.385
H27 4.470 -1.996 -1.208
H28 3.743 -3.594 -0.915

As for the gap between HOMO and LUMO: 8.99 eV. Its lowest unoccupied orbital energy is -0.20 eV. For the energy above the lowest of the compared OMol25 structures with the same formula, charge and spin, the calculation gives 1903.0 kJ/mol. The highest occupied orbital energy comes out at -9.19 eV. As for the largest force on an atom: 19.559 eV/A. Its total energy is -40096.771 eV. The net charge is 0.

These are the Löwdin partial charges, in e, on atoms 1 to 5: 0.16 -0.18 -0.19 -0.32 -0.05